No. 1
126
Properties=species:S:1:pos:R:3:lowdin_charge:R:1 method="wB97M-V/def2-TZVPD" orbital_gap_ev=7.03 e_tot_ev=-83133.802 homo_energy_ev=-10.708 total_charge=+1
S -5.10487 0.35458 -1.56135 0.98
F 4.64900 5.29939 0.74794 -0.04
O -10.70497 -0.73575 -2.14297 -0.15
O -6.99247 -2.65070 -3.21068 -0.14
O 1.70823 1.14706 6.00101 -0.13
O -6.68199 2.61156 -1.28396 0.00
O -2.02623 3.21901 5.50954 -0.14
O -1.15879 -5.78869 2.11654 -0.12
O 6.30095 -3.48735 -1.50390 -0.10
O -1.28987 -3.37413 6.83492 -0.16
O 4.35416 3.17498 -3.91634 -0.02
O 1.98659 -5.10987 0.63502 -0.14
O 0.01493 -1.58084 4.05805 -0.13
O 5.19001 -1.12078 -5.40424 -0.14
N 4.39508 1.85547 -1.90077 0.04
N -6.37574 1.65068 0.56931 0.01
N -7.16976 2.70138 0.78649 0.02
C 3.02622 1.05116 -0.11441 -0.07
C -1.21733 -4.63157 1.29002 -0.16
C -11.93721 -1.41998 -2.35506 -0.15
C 2.04106 3.63725 -3.38467 -0.04
C -2.13509 -4.52209 6.85469 -0.14
C 3.34984 -5.35282 0.34813 -0.15
C 2.85829 1.80906 2.30974 -0.09
C 0.47730 -0.54607 -1.28872 -0.20
C -1.83079 0.14951 -2.12707 -0.21
C 0.34622 1.50226 6.24603 -0.14
C 2.11870 1.31348 1.09928 -0.13
C -2.40530 0.60706 -0.74804 -0.26
C 3.43016 3.52815 -0.30145 -0.06
C -1.26651 -1.61708 4.69769 -0.16
C 1.16281 -1.77999 -0.62164 -0.15
C 5.07004 0.06921 -6.16795 -0.14
C 3.34246 4.10603 -3.67784 -0.29
C 0.98066 4.48275 -3.09583 -0.07
C 1.17491 5.88808 -3.08529 -0.06
C -8.21608 -2.52596 -2.48315 -0.15
C 2.46111 6.35391 -3.39000 -0.06
C -7.36697 3.31055 -0.37301 -0.14
C 4.70068 3.92195 0.52676 -0.16
C -3.19424 2.49325 5.13104 -0.14
C 2.48230 -1.44449 0.19603 -0.09
C -3.75757 -0.12669 -0.43242 -0.44
C -0.86051 -1.05917 -1.94434 -0.19
C 6.86876 -2.07318 -1.47454 -0.01
C 4.62143 0.59971 -2.33586 0.07
C -6.07240 1.55161 -0.70882 -0.63
C 3.19729 -0.30868 -0.53572 -0.06
C 4.05240 -0.54536 -1.69522 -0.06
C 5.03570 2.92688 -2.69271 -0.10
C 4.27707 -2.02784 -2.13768 -0.03
C 3.53260 5.48819 -3.67906 -0.01
C 5.40389 -2.48259 -1.06361 -0.27
C 3.64004 2.10116 -0.81206 -0.11
C 3.28674 2.34885 3.30820 0.12
H -1.69607 -5.32202 6.25344 0.08
H 5.24224 0.45170 -3.22726 0.14
H 2.51200 3.64411 0.29157 0.12
H -0.56605 -1.38231 -2.96559 0.12
H 2.18106 -1.20365 1.22468 0.11
H -1.21393 0.98823 -2.51340 0.10
H 0.42611 -0.74238 4.29359 0.04
H -1.75255 -2.55614 4.45075 0.07
H 7.52738 -1.88302 -0.61895 0.10
H 4.64592 0.84309 -5.52881 0.06
H 5.56870 -1.78262 -5.99184 0.09
H 3.06537 -2.37987 0.25429 0.09
H 3.54341 -4.99708 -0.66332 0.07
H -2.54125 1.70392 -0.71285 0.11
H -1.14091 -1.54949 5.77130 0.06
H 5.63488 3.64939 0.00342 0.12
H 3.36987 4.28198 -1.10848 0.11
H -12.17371 -1.44666 -3.42160 0.08
H -1.59676 -3.79966 1.88146 0.07
H 0.24735 2.58479 6.30669 0.07
H -3.10007 -4.24645 6.43421 0.08
H -0.21884 -4.38605 0.92355 0.04
H -12.74270 -0.92087 -1.81136 0.08
H 0.39476 -2.24394 0.02656 0.11
H -7.96823 4.19985 -0.54272 0.14
H -0.02719 4.12394 -2.85248 0.11
H 4.78773 -2.14549 -3.10331 0.11
H -0.82285 -6.51031 1.57581 0.07
H 3.57682 -6.41904 0.40674 0.09
H 3.62325 2.99997 4.10592 0.07
H 1.05519 -0.10734 -2.12198 0.11
H -8.00217 -2.34635 -1.42612 0.08
H 1.81222 -5.41587 1.53216 0.08
H -1.89015 -4.81027 0.44626 0.08
H 1.95767 1.54279 5.16293 0.01
H -4.06683 2.88346 5.65896 0.08
H 3.97291 -4.79765 1.05615 0.08
H 5.11758 3.85900 -2.11535 0.13
H -2.27653 -4.86794 7.88125 0.08
H -10.81554 0.16037 -2.47457 0.08
H 0.34497 6.55737 -2.83403 0.11
H -0.28272 1.11676 5.43915 0.06
H 1.54154 0.43744 1.41971 0.10
H -1.88142 -0.78376 4.33812 0.07
H -8.80706 -1.70618 -2.88322 0.05
H -1.29546 -1.91742 -1.40393 0.11
H 1.36335 -2.51163 -1.43153 0.11
H -3.53299 -1.20802 -0.49266 0.09
H 5.14274 -2.42935 0.01808 0.14
H -8.77463 -3.45465 -2.58369 0.08
H 6.05599 0.38467 -6.51754 0.09
H 1.90644 2.54427 -3.36678 0.12
H -4.05068 0.16192 0.59334 0.08
H -3.35208 2.56986 4.05205 0.08
H 4.51676 5.92792 -3.88063 0.13
H -0.44328 -3.63716 7.20969 0.09
H 4.40937 -0.08761 -7.02285 0.09
H 0.26810 0.18102 -0.47946 0.09
H 0.03534 1.05925 7.18959 0.09
H -11.83340 -2.43781 -1.98592 0.08
H 6.04220 2.56419 -2.97101 0.16
H -3.05193 1.44815 5.39888 0.07
H -1.73755 0.34915 0.09938 0.10
H 3.40994 -2.68613 -1.99471 0.10
H 1.37940 2.08122 0.79152 0.13
H -6.51596 -1.82279 -3.10796 0.02
H 2.61535 7.43807 -3.35951 0.11
H -2.17002 4.13843 5.26615 0.08
H 4.70829 3.42718 1.51018 0.10
H -2.62214 -0.10872 -2.85281 0.10
H 7.18843 -2.19224 -2.51530 0.12



No. 2
123
Properties=species:S:1:pos:R:3:lowdin_charge:R:1 method="wB97M-V/def2-TZVPD" orbital_gap_ev=8.66 de_lowest_kcal_mol=2.1 e_tot_ev=-63842.049 homo_energy_ev=-7.996 total_charge=0
O -1.50231 -4.40356 0.49729 -0.10
O -5.22496 -1.62185 -1.57941 -0.08
O -2.63985 1.02392 4.89017 -0.12
O 1.27189 -1.09471 -4.03762 -0.12
O 0.63450 -2.84377 2.06297 -0.10
O 3.11629 -2.68668 0.26935 -0.15
O 0.82261 -1.61431 -1.35742 -0.11
N -3.60350 -1.74200 2.51629 0.01
N 1.39071 4.50620 3.50358 0.05
N -3.56854 2.40257 -3.85834 0.02
N 3.75504 -4.05766 -2.35437 0.03
N 0.61493 3.52118 -2.19566 0.04
N -1.11964 5.37832 1.21967 0.01
C -1.22903 0.43710 4.72610 -0.24
C -1.60370 6.46768 1.88232 -0.15
C 2.15836 3.65074 1.59648 -0.13
C 1.08021 4.74380 -1.75961 -0.16
C -4.90825 -1.62290 2.95628 -0.10
C 4.65551 -3.87088 -4.33524 -0.14
C -0.42369 0.61349 6.01451 -0.10
C 2.41721 4.75361 -1.86996 -0.13
C -2.45746 6.02197 2.86168 -0.12
C -2.66557 4.09314 -2.73659 -0.14
C -3.52651 1.98296 -2.51565 -0.11
C 1.64308 2.61661 2.37835 -0.11
C -2.58136 4.62779 2.73883 -0.11
C 1.04561 -0.27319 -5.20265 -0.27
C 1.18652 3.17832 3.54982 -0.14
C 2.74506 -4.31101 -3.26651 -0.13
C 2.30595 0.50082 -5.59465 -0.06
C 2.05634 4.81616 2.29395 -0.11
C -3.11044 3.06586 -1.80551 -0.10
C 4.14912 -1.67170 0.28379 -0.30
C -5.14139 -0.31188 2.71049 -0.15
C 1.70032 2.71350 -2.50402 -0.13
C 0.31910 -0.02901 0.21027 -0.11
C -3.06477 -0.54642 2.11123 -0.16
C 5.40993 -2.23213 0.85131 -0.09
C 1.97520 -2.13440 3.93049 -0.11
C 3.27399 -4.17143 -4.51783 -0.12
C 4.92067 -3.77807 -3.01100 -0.15
C -2.99283 3.69289 -3.97515 -0.12
C -3.14804 -2.39661 -2.63340 -0.06
C -0.09007 -5.84944 -0.87363 -0.07
C 2.85787 3.45332 -2.31988 -0.08
C -1.10778 -5.71736 0.33583 -0.34
C 0.78841 -2.83587 3.49323 -0.33
C -3.92267 -2.06350 -1.31527 -0.34
C -4.04123 0.41662 2.20190 -0.10
C -0.26529 -0.89085 -0.84617 -0.33
C -1.70997 4.22087 1.75367 -0.13
H 2.11978 -2.03993 5.00730 0.08
H -3.64005 -3.23468 -3.16712 0.08
H -5.51188 -2.48901 3.27932 0.12
H -0.71865 0.96306 3.87596 0.10
H 3.83122 3.09597 -2.25176 0.07
H -2.92447 4.12588 -4.97545 0.11
H 0.96683 -1.25483 -2.26370 0.05
H 0.52960 0.04048 6.03731 0.07
H -0.35606 0.75437 0.56850 0.06
H 6.05940 -1.49407 1.37923 0.09
H 3.64852 -4.10637 -1.34516 0.12
H 1.57966 1.64604 -2.68185 0.10
H 3.14538 -0.18260 -5.48561 0.08
H 6.03227 -2.61612 0.04721 0.06
H 2.43482 1.24139 -4.82999 0.04
H 5.38744 -3.91394 -5.14376 0.10
H -5.66077 -1.33327 -0.76137 0.09
H -4.00066 1.85974 -4.59677 0.14
H 0.82757 -5.33341 -0.64959 0.05
H -4.05232 1.24267 -2.10131 0.06
H 0.67409 2.73240 4.38965 0.09
H 2.89099 -2.57373 3.53968 0.08
H -0.71288 -5.48889 -1.64515 0.04
H -2.11367 -0.60953 1.60642 0.10
H -0.74518 -3.92877 0.91068 0.06
H 3.02530 5.60125 -1.71395 0.08
H 2.74529 3.42741 0.69445 0.10
H -3.16424 0.72444 4.13799 0.00
H -2.00043 -6.35339 0.13250 0.12
H -1.35618 3.29387 1.30158 0.10
H -3.38454 -1.31874 -0.72666 0.08
H 5.18985 -3.11849 1.44269 0.08
H 3.70059 -0.93520 1.00838 0.12
H 0.71067 -0.62101 1.11650 0.08
H -0.99137 0.17723 6.88572 0.09
H 4.30585 -1.26815 -0.75278 0.13
H -2.12378 -2.59875 -2.48826 0.04
H 1.54573 -3.06580 1.78716 0.07
H 0.79374 -3.89056 3.91400 0.13
H -1.41033 -0.58030 4.61531 0.06
H -0.17789 5.40270 0.79452 0.12
H 1.98531 -1.06431 3.58758 0.09
H -3.36709 -1.56199 -3.31152 0.06
H -2.94698 3.07289 -0.73091 0.08
H -0.70954 -0.29821 -1.65661 0.12
H -2.17703 5.03435 -2.47665 0.10
H -1.15411 7.43098 1.67543 0.11
H 0.06026 -6.98125 -1.03034 0.10
H -0.61902 -6.08478 1.20021 0.09
H -3.91191 -2.99318 -0.70753 0.11
H -0.37793 3.34975 -2.35039 0.11
H -0.09313 -2.41699 3.99265 0.10
H 0.35182 5.51375 -1.54375 0.10
H 2.28583 0.98760 -6.56330 0.08
H 2.08599 -1.61231 -4.20229 0.08
H -3.19475 4.00936 3.35690 0.09
H 1.02265 5.15037 4.12911 0.12
H -3.21260 -2.69654 2.46417 0.16
H -3.17831 6.65060 3.34998 0.09
H 1.72272 -4.48255 -2.99930 0.10
H 2.74608 -4.33256 -5.44316 0.09
H -1.01203 -1.53114 -0.38888 0.09
H 2.32463 -2.32951 -0.18267 0.05
H 2.43677 5.76622 2.10459 0.09
H 0.17576 0.36906 -4.98352 0.12
H 0.78636 -0.98167 -5.97819 0.10
H -3.97873 1.47789 1.94259 0.11
H -6.10026 0.16287 2.96854 0.10
H 1.47254 1.59174 2.02337 0.07
H -0.24301 1.66855 6.24439 0.06
H 5.87289 -3.50619 -2.53072 0.11
H 1.20200 0.52956 -0.22591 0.09



No. 3
145
Properties=species:S:1:pos:R:3:lowdin_charge:R:1 method="wB97M-V/def2-TZVPD" orbital_gap_ev=7.34 de_lowest_kcal_mol=0.0 e_tot_ev=-181872.217 homo_energy_ev=-7.564 total_charge=0
S 2.37699 2.29079 0.52381 0.83
S -3.03637 -2.23357 -5.91286 0.81
S -5.01942 -0.08153 3.21544 0.93
S 4.95431 -1.59342 4.28665 0.84
S -2.07729 3.63224 2.43782 0.92
S -4.66075 -1.80880 -0.35596 0.95
S -1.23423 -3.38083 3.50584 0.78
S -5.22551 2.94389 -1.25649 0.93
Mg -3.39888 1.10835 0.81751 0.35
O 1.79841 2.86596 5.62553 0.08
O -2.35074 1.02201 -0.89380 -0.06
O 5.64983 0.91854 -3.73524 0.08
O 3.74825 -5.08152 -2.60082 0.07
O 5.40177 2.04407 -5.70469 0.17
O -2.75348 2.88150 1.34564 -0.52
O 2.23195 5.29558 -7.06997 0.05
O -0.18072 1.96275 5.18713 0.05
O 4.00949 -7.14153 -1.97532 0.23
O 4.17467 -0.36281 4.59751 -0.56
O 0.30886 6.40078 -6.78472 0.17
O -2.39742 -4.27044 3.30395 -0.54
O 1.20685 -1.50323 -2.43346 0.03
O 4.00775 2.38231 -3.99945 0.02
O 3.08293 3.51879 0.05455 -0.55
O 0.09619 4.14018 5.03241 0.18
O 0.68685 4.49254 -5.68708 0.07
O 1.82655 -2.10209 0.11915 0.04
O -4.61499 1.05900 2.35427 -0.54
O -4.77052 1.97980 -0.24056 -0.55
O -1.82520 0.20698 1.61027 -0.07
O -3.63499 -0.91386 -5.60729 -0.56
O -4.10997 -0.64961 0.40872 -0.56
O 1.98314 -6.29899 -2.07840 0.09
C 2.62956 -4.15736 -2.59011 -0.07
C 1.43305 -5.11055 -2.66135 -0.33
C 5.03763 1.79631 -4.61352 -0.56
C 0.54498 -1.02874 -1.52117 -0.37
C 1.09994 2.99701 1.56842 -0.26
C 0.55516 3.10223 5.21113 -0.64
C 3.46526 1.75423 1.81313 -0.26
C -1.84798 -2.53643 -4.59270 -0.27
C 0.93262 -1.32432 -0.10165 -0.39
C 0.11937 -0.81304 0.96308 -0.01
C -2.64577 5.30687 2.41705 -0.23
C -2.86355 3.11884 3.94124 -0.23
C -0.17551 -3.89128 4.87232 -0.25
C 1.98028 1.45373 5.97959 -0.03
C 4.69810 0.55206 -2.71676 -0.30
C 0.64109 0.81055 5.51705 -0.27
C 1.84031 3.60411 -5.51925 -0.28
C -4.67522 2.30421 -2.82378 -0.24
C 2.83354 4.06796 -6.57723 -0.06
C -1.79169 -1.98735 -7.18391 -0.26
C -4.18683 -1.60056 -2.04418 -0.25
C 1.34373 2.17576 -5.70495 -0.02
C 5.40072 0.29543 -1.39193 -0.02
C -6.01784 0.69751 4.49953 -0.22
C 3.94505 -2.57104 3.20117 -0.27
C -1.32810 0.31356 -0.73976 -0.35
C 3.79642 1.81460 -2.65478 -0.04
C 4.81787 -2.68130 5.69966 -0.27
C 0.68602 -0.14760 4.33389 -0.02
C 0.98330 5.46585 -6.58152 -0.59
C -0.58908 -0.17578 -1.78084 0.02
C 3.32992 -6.28367 -2.20755 -0.66
C -3.61203 -0.49191 4.26618 -0.23
C -4.02937 4.25785 -1.21565 -0.25
C -0.99001 -0.08434 0.72274 -0.35
C -0.15088 -3.87914 2.19830 -0.26
C -3.47212 -3.08076 0.01147 -0.22
C 0.24250 -4.67204 -1.87622 -0.02
H -6.89438 1.06720 3.97428 0.06
H 4.54179 -3.34585 2.72052 0.07
H -1.26506 -1.05641 -6.98556 0.06
H -4.66536 3.09231 -3.57543 0.06
H 1.42792 1.82366 -6.74301 0.09
H -2.18139 5.88304 1.62579 0.06
H -4.04658 4.79780 -2.16497 0.06
H 6.01589 1.16084 -1.12665 0.10
H 4.09119 -0.32768 -2.91679 0.15
H 3.96671 2.49780 -1.82343 0.10
H 2.57929 -3.47606 -1.73791 0.11
H -2.39664 -2.80143 -3.70064 0.02
H 5.99476 -0.61382 -1.47332 0.09
H -0.58565 -3.57616 1.24443 0.03
H -1.21832 -3.39301 -4.84848 0.05
H 2.15023 3.69746 -4.48642 0.14
H -5.35682 1.52889 -3.17565 0.05
H 5.21079 -3.66455 5.42847 0.06
H 3.56209 2.45727 2.63935 0.07
H -3.74179 5.34247 2.36776 0.07
H 5.34326 -2.33451 6.58285 0.05
H -0.70671 -3.78714 5.81428 0.05
H -4.25257 5.00966 -0.45479 0.05
H 1.52758 3.59676 2.36404 0.06
H 3.07658 -3.03014 3.69165 0.04
H 0.83948 -3.42575 2.22775 0.04
H 0.50198 2.18942 2.00947 0.03
H 0.28506 2.07348 -5.45485 0.08
H -4.32410 -2.52106 -2.61361 0.06
H -0.31319 -0.55110 4.14116 0.06
H -0.84048 0.00787 -2.80970 0.10
H -3.68330 1.86118 -2.72630 0.06
H -2.41398 2.14927 4.14135 0.03
H 2.75266 1.48870 -2.65469 0.12
H 2.70576 -3.59895 -3.52122 0.13
H -2.45736 5.79650 3.37804 0.07
H 0.17144 0.29507 6.36439 0.15
H -2.24092 -1.96003 -8.16771 0.05
H -3.15232 -1.26392 -2.12127 0.05
H 2.94586 3.45763 -7.46693 0.13
H -1.20978 -1.66561 -4.47346 0.05
H -3.80049 -1.41674 4.82256 0.07
H 4.46620 1.62834 1.39210 0.05
H 0.55910 -4.29288 -0.90165 0.07
H 1.09127 0.33678 3.45290 0.07
H 1.11054 -5.22110 -3.70063 0.15
H 3.49519 -1.93479 2.43542 0.04
H -0.25105 -3.88401 -2.43637 0.07
H -2.59987 3.79383 4.74983 0.07
H 3.75187 -2.78228 5.92263 0.05
H -6.26348 -0.05162 5.24542 0.06
H -0.33500 -5.57549 -1.66815 0.09
H -0.00036 -4.96518 4.75734 0.06
H 3.80590 4.31600 -6.17105 0.12
H 1.89765 1.43090 -5.12576 0.07
H -5.45071 1.51235 4.93449 0.05
H -0.11492 -4.97072 2.11520 0.08
H -3.77915 -3.95660 -0.57780 0.07
H -2.77647 -0.66911 3.58898 0.02
H -2.43986 -2.78690 -0.12117 0.06
H 4.66369 0.21919 -0.59146 0.07
H -3.03247 3.87426 -1.00820 0.06
H 0.72625 -3.29688 4.79299 0.02
H -4.78202 -0.84752 -2.55816 0.06
H 0.45739 3.55482 0.89618 0.04
H -3.47150 0.27429 5.02224 0.05
H 1.26755 -1.03113 4.61612 0.07
H -3.68475 -3.39392 1.03877 0.05
H 0.35765 -1.12724 1.96039 0.08
H 2.14771 1.31005 7.04457 0.13
H 3.20782 0.76484 2.19900 0.03
H 2.81005 1.02423 5.41710 0.09
H -3.93550 2.99026 3.82579 0.06
H -1.07652 -2.80246 -7.06966 0.05